ClH6NSi2 | the ωB97M-V functional and the def2-TZVPD basis

XYZ file:
```
10
Properties=species:S:1:pos:R:3:nbo_charge:R:1
N -0.306 0.109 -0.783 -1.48
Si 0.918 0.712 0.332 1.08
Si -2.138 -0.769 -0.445 1.19
Cl -3.473 0.581 0.372 -0.36
H 0.110 0.325 -1.706 0.41
H 0.935 -0.098 1.621 -0.18
H 1.236 2.253 0.488 -0.18
H 2.059 0.308 -0.434 -0.21
H -2.797 -1.045 -1.887 -0.13
H -1.471 -1.895 0.323 -0.13
```

Properties
* frontier orbital gap: 9.905 eV
* LUMO level: 0.0251 Ha
* SMILES string: [SiH3]N[SiH2]Cl
* total charge: 0



C5H9NO2 | the ωB97M-V functional and the def2-TZVPD basis

XYZ file:
```
17
Properties=species:S:1:pos:R:3:nbo_charge:R:1
O -1.097 1.288 0.022 -0.77
C -1.642 0.347 -0.579 0.75
O -1.148 -0.794 -0.798 -0.81
C -3.048 0.576 -1.128 -0.72
H -3.636 -0.342 -1.211 0.19
H -3.631 1.257 -0.504 0.19
H -3.076 0.989 -2.141 0.20
C 1.317 -0.618 1.241 0.03
C 1.829 -0.705 2.485 -0.60
C 1.649 0.097 -1.082 -0.28
N 2.086 -0.210 0.187 -0.56
H 0.279 -0.694 0.941 0.26
H 2.894 -0.578 2.631 0.17
H 1.196 -1.075 3.276 0.19
H 2.339 0.652 -1.699 0.14
H 0.624 -0.162 -1.338 0.25
H 3.044 0.002 0.417 0.36
```

Properties
* frontier orbital gap (spin up / spin down): 6.196 / 8.389 eV
* ⟨S²⟩: 0.761
* LUMO level (spin up / spin down): 0.1496 / 0.1488 Ha
* 2S+1: 2
* total charge: -1



C7H14N2 | the ωB97M-V functional and the def2-TZVPD basis

XYZ file:
```
23
Properties=species:S:1:pos:R:3:nbo_charge:R:1
C 2.406 -0.687 -0.033 -0.65
C 0.689 0.587 -2.993 0.15
C 1.590 -0.546 -1.268 0.06
C 0.360 -1.167 -1.701 -0.06
N 1.755 0.531 -2.210 -0.43
N -0.224 -0.605 -2.786 -0.59
H 0.244 1.254 -3.777 0.21
H -1.220 -0.869 -2.780 0.43
H 0.008 -2.122 -1.270 0.20
H 2.833 -1.526 0.303 0.22
H 1.808 -0.203 0.800 0.22
H 3.228 0.067 -0.029 0.24
C -1.876 0.613 3.518 -0.42
C -2.025 -0.718 2.818 -0.61
C -1.605 1.848 2.727 -0.61
H -2.779 0.921 4.086 0.20
H -1.227 0.439 4.445 0.20
H -2.032 -1.551 3.390 0.21
H -1.854 2.914 3.101 0.23
H -1.218 -1.013 2.132 0.20
H -2.866 -0.830 2.072 0.20
H -0.569 1.724 2.328 0.20
H -2.312 1.738 1.759 0.19
```

Properties
* frontier orbital gap: 8.919 eV
* LUMO level: 0.0282 Ha
* SMILES string: Cc1c[nH]cn1.CCC
* total charge: 0



C63H63CrN12O9 | the ωB97M-V functional and the def2-TZVPD basis

XYZ file:
```
148
Properties=species:S:1:pos:R:3:lowdin_spin:R:1
Cr 15.241 17.226 13.857 3.79
O 17.053 15.069 10.728 0.00
C 15.974 15.667 11.357 0.01
O 16.328 16.204 12.442 0.03
O 14.849 15.573 10.880 0.01
H 16.860 14.395 10.091 0.00
O 12.417 19.977 15.339 0.00
C 13.312 19.234 14.550 0.01
O 14.104 18.393 15.115 0.03
O 13.250 19.519 13.369 0.02
H 12.752 19.759 16.219 0.00
O 14.686 13.774 15.389 0.00
C 14.905 15.031 14.997 0.01
O 14.106 15.402 14.060 0.01
O 15.879 15.668 15.378 0.05
H 15.201 13.586 16.219 0.00
N 16.572 18.999 13.633 0.01
C 17.692 19.107 14.415 0.01
C 18.520 20.257 14.280 0.00
C 18.251 21.220 13.278 0.00
C 17.155 21.053 12.521 0.00
C 16.371 19.900 12.670 0.01
H 17.924 18.308 15.090 0.00
H 19.479 20.329 14.814 0.00
H 18.941 22.021 13.299 0.00
H 16.844 21.729 11.738 0.00
H 15.605 19.618 12.016 0.00
N 20.878 18.026 19.268 0.00
C 21.782 17.059 19.142 0.00
C 21.828 16.045 18.176 0.00
C 20.811 16.127 17.240 0.00
C 19.944 17.205 17.228 0.00
C 19.973 18.096 18.301 0.00
H 22.491 16.901 19.939 0.00
H 22.587 15.219 18.174 0.00
H 20.775 15.328 16.413 0.00
H 19.354 17.371 16.369 0.00
H 19.403 19.024 18.325 0.00
N 20.599 13.553 14.755 0.00
C 19.785 14.208 13.896 0.00
C 19.025 13.600 12.899 0.00
C 19.077 12.242 12.711 0.00
C 19.820 11.518 13.688 0.00
C 20.588 12.192 14.638 0.00
H 19.828 15.294 13.957 0.00
H 18.309 14.186 12.313 0.00
H 18.654 11.817 11.821 0.00
H 19.984 10.443 13.662 0.00
H 21.236 11.671 15.335 0.00
N 9.587 13.346 11.786 0.00
C 10.390 14.192 12.518 0.00
C 11.790 14.346 12.362 0.00
C 12.360 13.440 11.497 0.00
C 11.588 12.511 10.753 0.00
C 10.216 12.560 10.892 0.00
H 9.884 14.797 13.215 0.00
H 12.321 14.956 13.043 0.00
H 13.417 13.472 11.338 0.00
H 12.093 11.939 10.030 0.00
H 9.617 11.786 10.354 0.00
N 15.828 11.075 16.710 0.00
C 15.334 11.708 17.814 0.00
C 15.884 12.889 18.334 0.00
C 17.053 13.391 17.686 0.00
C 17.524 12.679 16.588 0.00
C 16.957 11.468 16.183 0.00
H 14.413 11.391 18.244 0.00
H 15.540 13.405 19.276 0.00
H 17.613 14.301 17.891 0.00
H 18.391 12.919 16.029 0.00
H 17.429 10.941 15.320 0.00
N 17.017 9.793 11.102 0.00
C 16.559 10.892 10.497 0.00
C 15.782 11.851 11.210 0.00
C 15.360 11.565 12.564 0.00
C 15.807 10.334 13.162 0.00
C 16.674 9.551 12.395 0.00
H 16.797 11.010 9.421 0.00
H 15.403 12.760 10.792 0.00
H 14.761 12.235 13.138 0.00
H 15.460 9.969 14.122 0.00
H 17.039 8.618 12.833 0.00
N 10.537 17.380 7.112 0.00
C 11.413 18.460 7.224 0.00
C 12.650 18.339 7.832 0.00
C 12.908 17.202 8.615 0.00
C 12.008 16.167 8.574 0.00
C 10.842 16.296 7.764 0.00
H 11.173 19.277 6.578 0.00
H 13.345 19.161 7.786 0.00
H 13.799 17.055 9.239 0.00
H 12.248 15.235 9.200 0.00
H 10.177 15.443 7.581 0.00
N 12.235 7.866 15.418 0.00
C 12.808 7.654 14.212 0.00
C 12.732 8.607 13.181 0.00
C 11.986 9.773 13.402 0.00
C 11.306 9.958 14.578 0.00
C 11.427 8.934 15.568 0.00
H 13.363 6.789 14.026 0.00
H 13.202 8.519 12.208 0.00
H 12.040 10.527 12.654 0.00
H 10.764 10.851 14.749 0.00
H 10.948 9.059 16.550 0.00
N 12.451 14.637 19.428 0.00
C 13.106 15.608 18.741 0.00
C 12.864 16.020 17.467 0.00
C 11.847 15.371 16.778 0.00
C 11.119 14.345 17.425 0.00
C 11.528 13.990 18.718 0.00
H 13.806 16.206 19.281 0.00
H 13.603 16.735 17.007 0.00
H 11.720 15.601 15.729 0.00
H 10.316 13.843 16.915 0.00
H 11.153 13.054 19.201 0.00
N 9.359 17.224 13.347 0.00
C 8.267 17.337 12.580 0.00
C 8.366 17.687 11.253 0.00
C 9.607 18.053 10.742 0.00
C 10.705 18.101 11.546 0.00
C 10.576 17.603 12.829 0.00
H 7.307 17.127 13.049 0.00
H 7.528 17.646 10.586 0.00
H 9.701 18.423 9.715 0.00
H 11.686 18.447 11.248 0.00
H 11.463 17.463 13.451 0.00
N 17.030 16.986 18.802 0.00
C 17.114 17.556 19.974 0.00
C 16.601 18.823 20.284 0.00
C 15.907 19.477 19.266 0.00
C 15.637 18.830 18.060 0.00
C 16.204 17.531 17.926 0.00
H 17.714 17.025 20.707 0.00
H 16.682 19.275 21.311 0.00
H 15.619 20.533 19.333 0.00
H 15.088 19.357 17.260 0.00
H 16.093 17.060 16.976 0.00
N 12.865 24.147 9.754 0.00
C 13.483 23.942 10.930 0.00
C 13.488 22.806 11.688 0.00
C 12.831 21.734 11.097 0.00
C 12.219 21.872 9.844 0.00
C 12.260 23.108 9.190 0.00
H 14.056 24.794 11.328 0.00
H 13.975 22.746 12.679 0.00
H 12.713 20.832 11.647 0.00
H 11.586 21.065 9.455 0.00
H 11.763 23.318 8.258 0.00
```

Properties
* frontier orbital gap (spin up / spin down): 7.713 / 9.131 eV
* ⟨S²⟩: 6.009
* LUMO level (spin up / spin down): 0.0693 / 0.0678 Ha
* 2S+1: 5
* total charge: -1



C15H20MgN2O2 | the ωB97M-V functional and the def2-TZVPD basis

XYZ file:
```
40
Properties=species:S:1:pos:R:3:nbo_charge:R:1
C -0.979 1.012 1.361 -0.62
C -0.606 -1.068 1.922 -0.86
H 0.142 0.837 1.284 0.16
H -1.338 1.013 2.426 0.25
H -1.221 2.059 1.122 0.21
H -0.465 -1.897 1.175 0.16
H 0.259 -0.922 2.548 0.20
H -1.507 -1.128 2.485 0.20
C 0.558 2.621 -1.653 0.07
C 0.852 3.445 -2.742 -0.28
C 1.063 2.835 -4.004 -0.17
C 0.968 1.453 -4.141 -0.21
H 0.413 3.040 -0.662 0.20
H 0.940 4.522 -2.623 0.23
H 1.313 3.465 -4.852 0.22
H 1.138 0.912 -5.076 0.22
N 0.464 1.275 -1.774 -0.64
C 0.644 0.696 -2.985 0.14
C 0.498 -0.775 -3.030 0.13
N 0.218 -1.363 -1.825 -0.69
C 0.099 -2.708 -1.746 0.07
C 0.479 -2.930 -4.105 -0.19
C 0.211 -3.526 -2.891 -0.29
H -0.083 -3.110 -0.740 0.20
H 0.087 -4.617 -2.803 0.23
C 0.636 -1.534 -4.209 -0.20
H 0.843 -1.009 -5.154 0.22
H 0.564 -3.549 -4.991 0.22
Mg 0.497 -0.186 -0.198 1.79
C -1.848 0.369 0.265 -0.73
H -1.757 -0.611 -0.324 0.24
H -2.092 1.143 -0.506 0.23
H -2.681 0.148 0.889 0.25
C 3.081 -0.337 2.502 -0.73
C 3.391 -0.090 1.061 0.79
O 4.572 0.122 0.782 -0.65
O 2.405 -0.091 0.191 -0.98
H 2.470 0.493 2.811 0.21
H 4.028 -0.284 3.048 0.24
H 2.594 -1.255 2.795 0.21
```

Properties
* frontier orbital gap (spin up / spin down): 8.018 / 2.864 eV
* LUMO level (spin up / spin down): -0.0043 / -0.0623 Ha
* total charge: 0



C47H50AsCl5NO2RuSSi3 | the ωB97M-V functional and the def2-TZVPD basis

XYZ file:
```
111
Properties=species:S:1:pos:R:3:lowdin_spin:R:1
Ru 0.107 0.858 0.820 0.95
S 3.276 4.468 0.317 0.00
C 4.324 3.423 1.223 0.00
C 5.426 3.777 1.981 0.00
C 6.174 2.771 2.558 0.00
C 5.836 1.435 2.355 0.00
C 4.727 1.079 1.615 0.00
C 3.924 2.079 1.061 0.00
N 2.775 1.921 0.328 0.00
C 2.361 3.045 -0.165 0.00
C 1.216 3.186 -1.029 0.00
C 1.158 4.238 -1.951 0.00
C 0.076 4.363 -2.795 0.01
C -0.982 3.476 -2.678 0.00
C -0.938 2.466 -1.731 0.00
C 0.170 2.257 -0.919 -0.06
H 5.678 4.818 2.114 0.00
H 7.038 3.026 3.155 0.00
H 6.458 0.667 2.790 0.00
H 4.472 0.044 1.457 0.00
H 1.985 4.932 -2.014 0.00
H 0.046 5.149 -3.535 0.00
H -1.849 3.580 -3.318 0.00
H -1.794 1.819 -1.627 0.00
C -3.458 0.485 -0.093 0.00
O -2.425 0.129 0.799 0.00
Si -2.691 -0.928 2.039 0.01
C -3.311 -2.624 1.374 0.00
C -4.111 -0.223 3.104 0.00
C -0.991 -1.025 2.836 0.07
Si -0.923 -0.650 4.684 0.01
C -1.622 1.102 4.997 0.00
C 0.759 -0.861 5.559 0.00
C -2.097 -1.953 5.479 0.00
Si 0.345 -2.012 1.960 0.01
C 0.492 -3.794 2.648 0.00
C 2.057 -1.174 2.100 0.01
C 0.088 -2.130 0.074 0.00
H -4.428 0.139 0.266 0.00
H -3.242 0.039 -1.065 0.00
H -3.490 1.571 -0.192 0.00
H -3.586 -2.565 0.324 0.00
H -4.183 -2.963 1.924 0.00
H -2.555 -3.396 1.471 0.00
H -5.073 -0.394 2.627 0.00
H -4.014 0.847 3.261 0.00
H -4.146 -0.698 4.076 0.00
H -1.805 1.616 4.060 0.00
H -0.938 1.718 5.568 0.00
H -2.560 1.065 5.539 0.00
H 1.320 0.065 5.591 0.00
H 1.382 -1.608 5.078 0.00
H 0.609 -1.173 6.587 0.00
H -2.705 -2.448 4.732 0.00
H -2.761 -1.494 6.203 0.00
H -1.533 -2.719 5.997 0.00
H 0.880 -3.783 3.659 0.00
H 1.160 -4.401 2.045 0.00
H -0.472 -4.288 2.681 0.00
H 2.321 -0.955 3.127 0.00
H 2.043 -0.217 1.542 0.00
H 2.845 -1.796 1.681 0.00
H -0.961 -2.226 -0.187 0.00
H 0.624 -2.963 -0.373 0.00
H 0.455 -1.192 -0.389 0.00
Cl 2.754 1.514 3.960 0.00
C 1.722 2.713 3.281 0.00
C 0.596 2.336 2.541 -0.04
C -0.221 3.415 2.179 0.00
Cl -1.723 3.008 1.422 0.02
C 0.073 4.751 2.407 0.00
Cl -0.960 5.994 1.828 0.00
C 1.243 5.071 3.090 0.00
Cl 1.675 6.710 3.358 0.00
C 2.052 4.040 3.557 0.00
Cl 3.472 4.420 4.460 0.00
O -1.325 -0.393 -1.982 0.00
As -0.765 -1.255 -3.219 0.00
C -1.734 -0.799 -4.833 0.00
C -2.716 0.180 -4.781 0.00
C -3.443 0.496 -5.917 0.00
C -3.186 -0.170 -7.104 0.00
C -2.199 -1.141 -7.159 0.00
C -1.476 -1.461 -6.024 0.00
C -1.154 -3.156 -2.991 0.00
C -0.278 -4.209 -3.188 0.00
C -0.712 -5.511 -2.993 0.00
C -2.020 -5.764 -2.616 0.00
C -2.905 -4.713 -2.434 0.00
C -2.467 -3.415 -2.618 0.00
C 1.108 -0.896 -3.559 0.00
C 2.133 -1.580 -2.927 0.00
C 3.450 -1.229 -3.169 0.00
C 3.742 -0.183 -4.028 0.00
C 2.717 0.521 -4.639 0.00
C 1.401 0.169 -4.397 0.00
H -2.893 0.686 -3.837 0.00
H -4.204 1.263 -5.887 0.00
H -3.751 0.072 -7.994 0.00
H -1.992 -1.645 -8.091 0.00
H -0.707 -2.224 -6.060 0.00
H 0.738 -4.021 -3.506 0.00
H -0.026 -6.333 -3.140 0.00
H -2.352 -6.782 -2.472 0.00
H -3.931 -4.908 -2.155 0.00
H -3.136 -2.569 -2.476 0.00
H 1.895 -2.385 -2.243 0.00
H 4.247 -1.772 -2.684 0.00
H 4.769 0.096 -4.208 0.00
H 2.944 1.343 -5.303 0.00
H 0.586 0.719 -4.856 0.00
```

Properties
* frontier orbital gap (spin up / spin down): 5.539 / 5.765 eV
* ⟨S²⟩: 1.036
* LUMO level (spin up / spin down): -0.0510 / -0.0380 Ha
* 2S+1: 2
* total charge: 0



C5H25NO8 | the ωB97M-V functional and the def2-TZVPD basis

XYZ file:
```
39
Properties=species:S:1:pos:R:3:nbo_charge:R:1
C 1.149 -3.167 0.339 -0.67
C 1.778 -1.864 0.592 -0.23
N 0.842 -0.744 0.204 -0.49
C 0.038 -1.023 -1.089 -0.44
C 1.553 0.511 0.276 -0.33
C 0.773 1.488 1.186 0.48
O 0.854 2.689 0.884 -0.59
H 1.168 -4.051 0.921 0.24
H 0.049 -3.140 0.319 0.23
H 1.542 -3.439 -0.635 0.22
H 2.146 -1.708 1.638 0.20
H 2.791 -1.689 0.207 0.18
H -1.094 -1.158 -0.838 0.24
H 0.067 -0.141 -1.803 0.20
H 0.399 -1.913 -1.664 0.22
H 1.790 1.002 -0.715 0.20
H 2.546 0.441 0.612 0.22
H 0.268 0.988 1.976 0.15
H -2.785 0.484 1.807 0.48
H -2.591 1.335 0.616 0.47
O -2.761 1.401 1.516 -0.95
H 1.819 0.597 -3.479 0.46
H 3.037 -0.297 -3.237 0.46
O 2.252 -0.095 -3.940 -0.92
H 0.764 0.074 4.738 0.47
H 0.449 1.436 4.221 0.46
O 1.086 0.884 4.423 -0.93
H -1.771 0.291 -2.676 0.48
H -2.905 -0.291 -3.410 0.46
O -2.038 -0.451 -3.096 -0.95
H -3.278 1.811 -1.606 0.48
H -1.896 2.363 -0.995 0.51
O -2.401 1.666 -1.486 -1.02
H -0.507 3.724 0.189 0.52
H -0.631 3.941 -1.395 0.48
O -1.167 3.780 -0.563 -0.96
H -1.363 -2.652 2.234 0.47
H -0.544 -1.379 1.621 0.50
O -1.428 -1.704 2.106 -0.99
```

Properties
* frontier orbital gap: 9.593 eV
* LUMO level: 0.0107 Ha
* SMILES string: CCN(C)CC=O.O.O.O.O.O.O.O
* total charge: 0



C3H38NO16S | the ωB97M-V functional and the def2-TZVPD basis

XYZ file:
```
59
Properties=species:S:1:pos:R:3:nbo_charge:R:1
C -1.714 0.111 -0.013 -0.24
C -1.954 0.319 -1.496 -0.50
S -3.456 1.341 -1.820 -0.10
N -0.225 0.086 0.134 -0.69
C 0.305 0.127 1.478 0.09
O 0.508 -1.181 2.069 -0.87
H -2.078 -0.859 0.325 0.20
H -2.029 0.919 0.628 0.19
H -1.171 0.975 -1.883 0.23
H -1.972 -0.599 -2.082 0.24
H -3.467 1.008 -3.117 0.13
H 0.132 -0.713 -0.356 0.38
H -0.279 0.706 2.175 0.16
H 1.318 0.521 1.403 0.16
H 2.731 -2.425 1.039 0.49
H 2.804 -2.344 2.641 0.47
O 3.326 -2.508 1.779 -1.00
H 1.290 5.071 -1.335 0.47
H 1.253 4.248 -0.027 0.51
O 1.356 4.152 -0.986 -0.99
H -2.442 5.403 1.158 0.49
H -2.770 4.263 2.190 0.50
O -2.138 4.935 1.920 -0.96
H 3.859 1.990 -0.881 0.47
H 4.421 0.710 -0.552 0.46
O 4.597 1.656 -0.375 -0.94
H 0.865 -1.847 1.252 0.50
H 1.292 -3.429 0.444 0.47
O 1.292 -2.518 0.158 -1.20
H -1.186 -3.398 -1.257 0.49
H -0.898 -3.196 0.098 0.46
O -1.614 -3.538 -0.432 -0.97
H 0.575 -2.529 -1.475 0.52
H 0.682 -2.794 -3.048 0.49
O 0.055 -2.614 -2.311 -1.02
H 2.317 -1.810 -1.144 0.52
H 3.725 -1.405 -1.775 0.48
O 2.831 -1.679 -2.015 -1.00
H 2.248 -0.917 -3.470 0.49
H 1.987 0.595 -3.403 0.50
O 2.219 -0.105 -4.023 -1.02
H -0.403 4.497 1.732 0.51
H 0.368 3.148 1.898 0.49
O 0.429 4.033 1.482 -0.99
H -0.909 -2.367 2.411 0.49
H -2.152 -3.059 1.860 0.48
O -1.824 -2.638 2.668 -1.00
H 0.945 1.070 -1.293 0.50
H 1.687 2.402 -1.594 0.50
O 1.538 1.496 -1.935 -1.02
H -0.026 -0.704 -4.766 0.49
H -0.589 -1.831 -3.865 0.48
O -0.758 -1.316 -4.676 -0.98
H -3.511 0.341 4.382 0.49
H -4.305 -0.167 3.169 0.47
O -4.218 0.552 3.768 -0.97
H -1.266 -0.870 3.702 0.51
H -1.816 -0.943 5.109 0.47
O -1.785 -0.368 4.332 -0.97
```

Properties
* frontier orbital gap: 8.614 eV
* LUMO level: 0.0744 Ha
* total charge: -1



H18O9 | the ωB97M-V functional and the def2-TZVPD basis

XYZ file:
```
27
Properties=species:S:1:pos:R:3:nbo_charge:R:1
O -14.983 -0.988 2.209 -0.94
H -14.742 -0.868 3.139 0.48
H -15.932 -0.834 2.171 0.45
O -11.646 -1.225 2.573 -0.96
H -10.832 -1.490 3.024 0.48
H -12.308 -1.865 2.865 0.48
O -14.861 1.776 5.626 -0.97
H -14.555 1.964 4.730 0.50
H -14.574 2.533 6.151 0.49
O -13.851 -3.975 4.276 -0.96
H -14.056 -3.050 4.494 0.48
H -13.518 -4.350 5.097 0.46
O -15.370 -0.494 7.286 -0.99
H -15.228 0.208 6.621 0.50
H -15.065 -0.107 8.114 0.49
O -17.377 -2.267 4.485 -0.95
H -17.898 -2.734 3.820 0.49
H -17.476 -1.333 4.265 0.47
O -13.867 -1.206 5.095 -0.97
H -14.727 -1.189 5.546 0.49
H -13.271 -0.755 5.699 0.48
O -9.688 -1.743 4.802 -0.94
H -10.488 -1.476 5.268 0.47
H -8.969 -1.538 5.409 0.48
O -17.058 -2.704 7.190 -0.99
H -17.265 -2.726 6.235 0.48
H -16.396 -1.995 7.285 0.48
```

Properties
* frontier orbital gap: 9.798 eV
* LUMO level: -0.0127 Ha
* SMILES string: O.O.O.O.O.O.O.O.O
* total charge: 0